# 1
17
Properties=species:S:1:pos:R:3:mulliken_charge:R:1 method="wB97M-V/def2-TZVPD" gap_ev=9.9 homo_energy_ev=-9.164 lumo_energy_ev=0.78 e_above_lowest_kcal_mol=13.3 charge=0
H 1.56 -0.63 -1.47 0.28
N 1.64 -1.51 -0.92 -0.67
C 1.34 -1.36 0.28 -0.05
N 0.80 -0.32 1.03 -0.13
C 0.31 0.96 0.45 -0.03
C 1.41 1.84 -0.16 -1.19
C -0.83 0.67 -0.60 -0.72
S -2.22 -0.30 0.01 -0.24
H 1.39 -2.25 0.90 0.35
H 0.50 -0.57 1.97 0.24
H -0.17 1.58 1.24 0.31
H 2.20 2.01 0.58 0.33
H 0.88 2.80 -0.36 0.39
H 1.89 1.43 -1.05 0.27
H -1.07 1.70 -0.92 0.40
H -0.48 0.31 -1.60 0.34
H -1.67 -1.55 -0.05 0.13

---

# 2
69
Properties=species:S:1:pos:R:3:mulliken_charge:R:1 method="wB97M-V/def2-TZVPD" gap_ev=7.6 homo_energy_ev=-8.779 smiles="CCC[C@H](C)[C@](C#N)(B(O)OC)[C@H](C#N)P(C)CC.CCOP(=O)(OCC)OCC" lumo_energy_ev=-1.16 charge=0
C -0.58 -5.43 -3.62 -0.98
C -1.13 -4.34 -2.52 0.25
C -0.75 -2.82 -3.02 -1.09
C -1.87 -1.73 -2.62 1.45
C -2.00 -0.73 -3.92 -1.43
C -1.49 -0.79 -1.37 0.57
C -0.39 0.27 -1.94 -0.28
N 0.49 0.96 -2.41 -0.72
B -0.72 -1.56 -0.14 0.39
O 0.39 -0.87 0.52 -0.06
O -1.01 -2.90 0.31 -0.61
C -0.21 -3.26 1.48 -0.76
C -2.71 0.12 -0.80 0.41
C -2.28 0.95 0.53 -0.01
N -1.95 1.66 1.46 -0.65
P -4.36 -0.77 -0.55 -0.04
C -4.16 -2.59 -0.05 -0.67
C -5.24 -0.82 -2.27 -0.39
C -5.74 -2.30 -2.69 -0.87
H -0.12 -4.92 -4.54 0.30
H -1.41 -6.19 -3.87 0.28
H 0.29 -6.02 -3.12 0.26
H -0.61 -4.62 -1.54 0.04
H -2.28 -4.41 -2.44 0.08
H 0.32 -2.54 -2.73 0.07
H -0.76 -2.89 -4.18 0.59
H -2.88 -2.26 -2.55 -1.03
H -1.01 -0.60 -4.48 0.41
H -2.53 0.26 -3.66 0.32
H -2.71 -1.28 -4.65 0.35
H 1.25 -1.14 0.09 0.28
H -0.42 -2.54 2.37 0.27
H 0.91 -3.33 1.25 0.29
H -0.54 -4.32 1.84 0.23
H -2.90 0.94 -1.60 0.49
H -3.39 -3.18 -0.65 0.06
H -5.15 -3.20 -0.09 0.38
H -3.81 -2.61 1.05 0.34
H -4.63 -0.29 -3.09 0.24
H -6.20 -0.18 -2.12 0.42
H -6.39 -2.70 -1.82 0.27
H -6.45 -2.28 -3.61 0.34
H -4.89 -3.02 -2.98 0.15
C 0.74 1.72 2.42 -0.60
C 1.37 2.07 3.76 -0.77
O 2.77 2.29 3.63 -0.38
P 3.26 3.71 2.93 1.09
O 2.99 4.60 4.15 -0.74
O 4.89 3.53 3.19 -0.34
C 5.63 4.52 3.91 -0.35
C 5.77 4.13 5.36 -1.12
O 3.54 2.80 1.50 -0.22
C 3.40 3.53 0.29 -0.26
C 4.46 4.62 0.16 -1.10
H 0.77 2.58 1.74 0.16
H -0.30 1.42 2.54 0.51
H 1.29 0.91 1.93 0.25
H 0.88 2.95 4.19 0.31
H 1.24 1.24 4.45 0.37
H 5.17 5.51 3.79 0.35
H 6.62 4.58 3.45 0.37
H 4.80 3.91 5.82 0.29
H 6.26 4.92 5.93 0.36
H 6.36 3.21 5.45 0.28
H 2.40 3.96 0.24 0.28
H 3.50 2.82 -0.54 0.37
H 4.32 5.39 0.93 0.30
H 4.39 5.11 -0.81 0.42
H 5.46 4.21 0.29 0.26

---

# 3
12
Properties=species:S:1:pos:R:3:mulliken_charge:R:1 method="wB97M-V/def2-TZVPD" gap_ev=9.6 homo_energy_ev=-9.039 smiles=CO.CS lumo_energy_ev=0.57 e_above_lowest_kcal_mol=30.1 charge=0
C 3.17 0.37 1.02 -0.58
O 1.79 0.68 1.28 -0.46
H 3.69 1.03 0.29 0.25
H 3.29 -0.65 0.64 0.27
H 3.69 0.29 1.96 0.24
H 1.46 0.82 0.38 0.28
C -1.56 -0.58 0.39 -0.67
S -1.92 -0.22 -1.39 -0.18
H -0.93 0.30 0.75 0.18
H -0.82 -1.37 0.61 0.28
H -2.52 -0.95 0.80 0.30
H -0.59 -0.19 -1.76 0.10

---

# 4
24
Properties=species:S:1:pos:R:3:mulliken_charge:R:1 method="wB97M-V/def2-TZVPD" gap_ev="5.3 / 5.2" homo_energy_ev="-19.285 / -19.284" lumo_energy_ev="-14.00 / -14.06" e_above_lowest_kcal_mol=0.0 charge=+3
O 0.00 1.76 -3.26 0.00
C 0.09 1.47 -2.15 0.36
Ce 0.48 0.22 -0.13 0.60
C -0.68 0.87 1.84 0.37
O -1.09 1.18 2.87 -0.02
C -0.54 -2.02 -0.52 0.27
O -1.11 -3.03 -0.35 -0.09
C 2.82 0.16 -0.99 0.30
O 3.89 0.00 -1.40 -0.02
C -2.02 -0.10 -0.22 0.23
O -3.13 -0.43 -0.23 -0.04
H 0.51 -1.24 -1.60 0.22
S 2.08 -1.17 1.83 -0.19
C 1.54 -1.25 3.47 0.46
N 0.43 -1.98 3.79 0.04
C 0.03 -2.20 5.08 -0.19
C 0.74 -1.59 6.09 -0.51
C 1.81 -0.73 5.80 -0.28
C 2.24 -0.61 4.49 -0.45
H -0.03 -2.46 3.03 0.21
H -0.75 -2.96 5.23 0.43
H 0.39 -1.68 7.12 0.43
H 2.42 -0.26 6.58 0.46
H 3.06 0.03 4.17 0.43